Molecular formula: C2H2Cl2
Method: DFT, the ωB97M-V functional and the def2-TZVPD basis

ORCA input file:
```
! wB97M-V def2-TZVPD RIJCOSX def2/J DEFGRID3
* xyz 0 1
C -0.18 -0.98 -0.59
C -0.49 -1.56 0.43
Cl -0.97 -2.04 1.92
H 0.30 -0.87 -1.49
Cl 0.47 2.05 -0.15
H 0.86 3.39 -0.12
*
```

Its SMILES is C#CCl.Cl. The total energy comes out at -27148.6630 eV. The relative energy (zero: lowest compared OMol25 entry of this formula, charge and spin) is 44.4 kcal/mol. Its LUMO energy is 0.0194 Eh. For the HOMO energy, the calculation gives -10.15 eV. The largest force on an atom is 2.7 eV/Å.



Molecular formula: C33H40MnN4P2S
Method: DFT, the ωB97M-V functional and the def2-TZVPD basis

ORCA input file:
```
! wB97M-V def2-TZVPD RIJCOSX def2/J DEFGRID3
* xyz 0 6
Mn -0.66 2.44 -2.06
C -1.55 1.83 -3.77
C -1.61 0.45 -3.64
C -0.79 -0.50 -4.43
C 0.68 -0.08 -4.65
C 1.30 0.62 -3.49
C 1.10 1.94 -3.15
C 0.57 2.93 -4.18
C -0.71 2.44 -4.87
C 0.94 1.58 2.01
H -2.35 2.49 -3.48
H -2.43 -0.07 -3.16
H -1.24 -0.67 -5.44
H -0.83 -1.51 -3.99
H 1.25 -0.98 -4.92
H 0.74 0.48 -5.58
H 2.18 0.09 -3.12
H 1.67 2.38 -2.33
H 1.32 3.15 -4.96
H 0.33 3.90 -3.69
H -1.26 3.27 -5.33
H -0.52 1.79 -5.73
H 0.06 2.22 2.14
H 1.88 2.09 2.15
H 0.84 0.53 2.34
P 1.56 -0.27 0.17
P -1.43 -1.17 0.70
N 2.91 0.71 -0.53
N 2.55 -1.54 0.84
N -2.20 0.34 0.12
N -2.88 -2.16 0.90
C 0.71 -1.23 -1.15
C -0.66 -1.91 -0.80
C 2.96 2.10 -0.32
C 4.06 2.63 -0.96
C 4.74 1.54 -1.59
C 4.02 0.39 -1.31
C 3.33 -1.23 1.97
C 4.11 -2.32 2.29
C 3.82 -3.36 1.35
C 2.85 -2.86 0.48
C -1.92 1.70 0.37
C -2.33 2.51 -0.75
C -3.24 1.60 -1.44
C -3.04 0.33 -0.97
C -4.03 -2.48 0.17
C -4.96 -3.11 1.00
C -4.34 -3.24 2.29
C -3.09 -2.66 2.20
H 1.44 -2.00 -1.45
H 0.56 -0.60 -2.05
H -1.35 -1.91 -1.66
H -0.45 -2.96 -0.53
H 2.19 2.59 0.26
H 4.38 3.67 -0.90
H 5.64 1.63 -2.18
H 4.25 -0.63 -1.54
H 3.24 -0.27 2.44
H 4.81 -2.38 3.12
H 4.26 -4.34 1.33
H 2.35 -3.35 -0.34
H -1.95 2.01 1.43
H -2.37 3.60 -0.71
H -3.87 1.86 -2.28
H -3.49 -0.58 -1.28
H -4.09 -2.28 -0.89
H -5.96 -3.43 0.74
H -4.75 -3.67 3.19
H -2.30 -2.52 2.93
S -1.96 0.22 3.36
C -1.08 0.04 4.78
C -0.54 -1.21 5.20
C -0.13 -1.39 6.52
C -0.11 -0.33 7.43
C -0.50 0.94 6.98
C -0.95 1.13 5.68
H -0.47 -2.03 4.48
H 0.22 -2.37 6.85
H 0.23 -0.47 8.46
H -0.45 1.78 7.67
H -1.21 2.13 5.31
*
```

The total energy comes out at -101552.6412 eV. The relative energy (zero: lowest compared OMol25 entry of this formula, charge and spin) is 135.3 kcal/mol. Its LUMO energy (spin up / spin down) is -0.0420 / -0.0395 Eh. For the HOMO energy (spin up / spin down), the calculation gives -5.37 / -5.36 eV. As for the expectation value of S²: 8.9132. The largest force on an atom is 3.7 eV/Å.



Molecular formula: C5H6O2
Method: DFT, the ωB97M-V functional and the def2-TZVPD basis

ORCA input file:
```
! wB97M-V def2-TZVPD RIJCOSX def2/J DEFGRID3
* xyz 0 1
C 0.06 -3.00 -1.34
C -0.03 -1.97 -0.72
C -0.14 -0.72 0.01
C 1.06 -0.08 0.56
O 0.44 0.42 -0.62
H 0.15 -3.90 -1.91
H -1.09 -0.52 0.50
H 0.96 0.55 1.44
H 2.03 -0.54 0.41
C -0.86 2.44 0.41
O -1.53 1.87 1.23
H 0.17 2.79 0.63
H -1.23 2.67 -0.61
*
```

Its SMILES is C#C[C@H]1CO1.C=O. The total energy comes out at -9373.0207 eV. The relative energy (zero: lowest compared OMol25 entry of this formula, charge and spin) is 94.0 kcal/mol. Its LUMO energy is 0.0363 Eh. For the HOMO energy, the calculation gives -10.11 eV. The largest force on an atom is 0.6 eV/Å.



Molecular formula: C4H8O2
Method: DFT, the ωB97M-V functional and the def2-TZVPD basis

ORCA input file:
```
! wB97M-V def2-TZVPD RIJCOSX def2/J DEFGRID3
* xyz 0 1
C -2.35 -0.03 0.20
O -0.93 0.08 0.20
C -0.32 -1.10 0.47
O 0.46 -1.25 1.36
H -2.66 -1.03 0.50
H -2.76 0.20 -0.79
H -2.71 0.69 0.93
H -0.61 -1.90 -0.23
C 1.65 1.22 -0.74
C 2.34 0.25 -0.15
H 1.56 1.29 -1.82
H 1.12 1.96 -0.15
H 2.38 0.16 0.93
H 2.83 -0.54 -0.72
*
```

Its SMILES is COC=O.C=C. The total energy comes out at -8370.9078 eV. The relative energy (zero: lowest compared OMol25 entry of this formula, charge and spin) is 54.7 kcal/mol. Its LUMO energy is 0.0321 Eh. For the HOMO energy, the calculation gives -9.72 eV. The largest force on an atom is 0.5 eV/Å.